Entry 1:
ORCA calculation (ωB97M-V/def2-TZVPD) on a cluster of 2 separate species, CH4O3 in total.

Calculated values
SMILES string   O=CO.O
Energy above the lowest of the compared OMol25 structures with the same formula, charge and spin   18.4 kcal/mol
Net charge   0

Each line ends with the Löwdin charge.
Atoms and positions in Å:
O (0.43, -0.56, -0.16)  0.005
O (2.40, -0.52, -1.26)  0.092
O (-1.38, 0.63, 1.58)  -0.053
C (1.21, -0.44, -1.29)  -0.363
H (-1.69, -0.27, 1.53)  0.034
H (0.59, 0.29, 0.30)  0.105
H (-2.22, 1.10, 1.51)  0.046
H (0.67, -0.22, -2.21)  0.134

---

Entry 2:
ORCA calculation (ωB97M-V/def2-TZVPD) on a cluster of 5 separate species, C2H13NO3 in total.

Calculated values
Energy above the lowest of the compared OMol25 structures with the same formula, charge and spin   160.8 kcal/mol
Net charge   0

Each line ends with the Löwdin charge.
Atoms and positions in Å:
O (1.06, 1.49, 0.13)  -0.298
O (-0.40, 2.06, -2.00)  -0.017
O (-0.50, 1.45, 2.29)  -0.091
N (0.50, -1.07, -1.46)  -0.030
C (-0.49, -1.73, -0.60)  -0.351
C (-0.04, -1.73, 0.86)  -0.111
H (0.70, -2.47, 1.14)  0.071
H (1.31, -1.69, -1.42)  0.066
H (-0.22, 2.24, 2.75)  0.037
H (0.09, -0.77, 1.33)  0.031
H (-1.49, -1.27, -0.73)  0.097
H (2.02, 1.58, 0.05)  0.027
H (-0.04, 1.51, 1.42)  -0.061
H (-1.07, 2.71, -1.77)  0.059
H (-0.63, -2.76, -0.94)  0.105
H (-0.69, 0.88, -0.24)  0.472
H (0.72, -0.21, -0.95)  -0.021
H (-0.97, -2.13, 1.32)  0.077
H (0.13, 1.91, -1.17)  -0.062

---

Entry 3:
ORCA calculation (ωB97M-V/def2-TZVPD) on the molecule C20H12ClFO2S.

Calculated values
SMILES string   Oc1ccc2c(-c3ccc(F)cc3)c(Oc3ccc(Cl)cc3)sc2c1
Energy above the lowest of the compared OMol25 structures with the same formula, charge and spin   26.4 kcal/mol
Net charge   0

Each line ends with the Löwdin charge.
Atoms and positions in Å:
Cl (-0.88, -6.60, 2.07)  0.625
S (-0.93, -1.61, -0.63)  1.076
F (4.02, 4.73, 1.28)  0.035
O (-4.37, 1.05, -3.87)  0.012
O (1.12, -1.12, 1.20)  0.000
C (-1.67, -0.27, -1.51)  -0.438
C (-1.42, 2.10, -1.87)  -0.010
C (0.31, -0.63, 0.23)  -0.433
C (0.76, -2.40, 1.58)  -0.352
C (0.91, -4.73, 1.09)  -0.079
C (1.73, 3.98, 0.86)  -0.023
C (-0.34, -2.59, 2.39)  -0.001
C (-0.18, -4.97, 1.87)  -0.634
C (-0.96, 0.93, -1.17)  -0.167
C (0.85, 3.00, 0.69)  -0.076
C (3.12, 3.77, 0.91)  -0.266
C (-0.70, -3.94, 2.67)  -0.072
C (3.64, 2.53, 0.65)  0.003
C (-3.24, 1.01, -3.01)  -0.316
C (1.24, 1.72, 0.34)  -0.155
C (2.67, 1.51, 0.43)  0.016
C (-2.58, 2.17, -2.71)  -0.041
C (0.23, 0.74, -0.14)  -0.076
C (-2.84, -0.24, -2.43)  0.014
C (1.42, -3.43, 0.98)  -0.002
H (2.19, -3.12, 0.36)  0.115
H (-0.15, 3.15, 0.53)  0.087
H (1.27, 5.01, 1.07)  0.150
H (-0.81, -1.83, 2.96)  0.115
H (-0.86, 3.06, -1.76)  0.113
H (-3.56, -1.11, -2.65)  0.137
H (-2.81, 3.04, -3.26)  0.100
H (-4.71, 1.94, -3.99)  0.100
H (3.06, 0.53, 0.31)  0.090
H (-1.50, -4.22, 3.40)  0.120
H (4.71, 2.33, 0.68)  0.126
H (1.26, -5.52, 0.45)  0.106

---

Entry 4:
ORCA calculation (ωB97M-V/def2-TZVPD) on a structure of composition C4H2F12KO13S4.

Calculated values
Energy above the lowest of the compared OMol25 structures with the same formula, charge and spin   59.3 kcal/mol
Net charge   -3

Each line ends with the Löwdin charge.
Atoms and positions in Å:
K (-0.63, 0.14, -2.02)  0.941
S (4.74, -5.31, -0.89)  0.471
S (-3.26, -3.36, 2.06)  0.491
S (4.49, 1.61, 0.10)  0.460
S (-4.09, 4.09, 0.76)  0.501
F (2.87, -4.98, 1.04)  0.078
F (-4.88, -1.50, 3.04)  0.171
F (-4.10, 6.50, -0.62)  0.135
F (2.55, -3.61, -0.71)  0.087
F (4.40, 3.95, -1.03)  0.062
F (-6.00, -3.23, 2.60)  0.099
F (-4.69, 6.67, 1.44)  0.061
F (6.37, 3.60, 0.02)  0.100
F (-4.68, -3.11, 4.40)  0.040
F (2.10, -5.67, -0.92)  0.139
F (4.52, 4.19, 1.10)  0.085
F (-2.58, 6.44, 0.93)  0.071
O (-5.12, 3.72, -0.21)  -0.379
O (-3.40, -4.82, 2.04)  -0.374
O (5.32, 1.09, 1.16)  -0.350
O (4.97, -4.92, -2.30)  -0.389
O (-2.76, 3.57, 0.44)  -0.377
O (4.88, -6.77, -0.68)  -0.402
O (4.83, 1.09, -1.23)  -0.363
O (-3.43, -2.70, 0.77)  -0.384
O (-4.46, 3.83, 2.19)  -0.378
O (-1.14, 1.04, -6.35)  -0.049
O (3.04, 1.62, 0.33)  -0.367
O (5.57, -4.64, 0.08)  -0.359
O (-2.04, -2.90, 2.80)  -0.368
C (5.03, 3.47, 0.07)  -0.611
C (2.92, -4.86, -0.33)  -0.621
C (-3.85, 6.05, 0.57)  -0.619
C (-4.82, -2.77, 3.05)  -0.662
H (-1.34, 1.95, -6.57)  0.031
H (-1.33, 0.55, -7.15)  0.028

---

Q: Which frontier orbital gap values were calculated for the entries above? A: 11.45; 5.39; 8.28; 5.93, in eV.
Q: Which DFT total energy values were calculated for the entries above? A: -266.2067; -364.2313; -1877.9778; -4522.9539, in Eh.